[1]
DFT (wB97M-V/def2-TZVPD) results for the ion C25H40F12N6O4P with charge +1 in a non-equilibrium geometry.

XYZ file:
```
88
C25H40F12N6O4P (wB97M-V/def2-TZVPD)
C -1.009 3.314 3.813
C 0.560 2.817 3.514
N 0.602 1.393 3.011
C 1.176 1.264 1.621
P 3.124 1.292 1.587
C 3.755 2.317 0.101
C 4.005 3.877 0.571
C 3.841 1.912 3.244
C 3.959 0.698 4.389
O 0.758 2.296 0.664
C -0.460 1.918 -0.083
N -1.680 1.761 0.806
C -0.799 3.253 -1.036
F -0.339 4.467 -0.265
F -0.063 3.130 -2.316
F -2.275 3.419 -1.187
N -0.255 0.783 -1.076
C -1.533 0.065 -1.425
C -1.912 -1.212 -0.470
C -3.568 -1.447 -0.494
F -3.861 -1.948 -1.878
F -4.317 -0.174 -0.178
C -4.060 -2.520 0.687
F -3.621 -1.970 2.024
F -3.544 -3.900 0.471
C -5.727 -2.581 0.796
F -6.259 -1.440 1.631
F -6.391 -2.617 -0.536
C -6.247 -3.954 1.588
F -5.572 -4.141 2.908
F -6.217 -5.157 0.720
F -7.697 -3.693 1.919
C 0.765 -0.163 -0.405
N 1.560 -0.901 -1.239
C 1.505 -0.911 -2.764
C 0.826 -2.315 -3.268
C 0.021 -2.230 -4.694
C 0.627 -1.154 -5.773
O 1.955 -1.019 -6.033
O -0.296 -0.308 -6.549
C -1.043 0.630 -5.696
C -0.358 2.125 -5.557
N 0.786 -0.094 1.093
C 1.437 -1.244 1.788
C 0.525 -2.625 1.545
C 1.417 -3.915 2.128
N 2.820 -3.746 2.737
O 0.946 -5.185 2.135
H -1.742 2.377 3.768
H -1.093 3.770 4.903
H -1.390 4.080 3.014
H 1.070 2.801 4.594
H 1.174 3.591 2.888
H 1.152 0.853 3.715
H 4.742 1.798 -0.318
H 2.978 2.257 -0.802
H 3.217 4.123 1.429
H 5.110 3.998 0.948
H 3.804 4.552 -0.377
H 3.343 2.886 3.673
H 4.976 2.211 3.023
H 4.890 0.980 5.077
H 4.265 -0.267 3.762
H 2.975 0.557 5.008
H -1.595 0.967 1.477
H -1.952 2.656 1.271
H -1.375 -0.381 -2.522
H -2.422 0.852 -1.557
H -1.422 -2.200 -0.911
H -1.646 -1.060 0.672
H 2.297 -1.537 -0.820
H 2.645 -0.952 -3.116
H 1.062 0.060 -3.239
H 0.164 -2.838 -2.424
H 1.730 -3.074 -3.445
H 0.119 -3.309 -5.196
H -1.145 -2.060 -4.550
H -1.247 0.254 -4.606
H -2.102 0.781 -6.203
H -0.471 2.776 -6.531
H -0.972 2.681 -4.699
H 0.760 2.026 -5.224
H 2.510 -1.522 1.349
H 1.547 -1.149 2.950
H -0.463 -2.626 2.203
H 0.246 -2.781 0.402
H 2.846 -4.100 3.718
H 3.545 -4.197 2.129
```

Properties
Charge ... +1
Kohn-Sham gap ... 0.248 Eh
HOMO energy ... -11.023 eV

[2]
DFT (wB97M-V/def2-TZVPD) results for a structure of composition C23H28IN6O7Si2V in a non-equilibrium geometry.

XYZ file:
```
68
C23H28IN6O7Si2V (wB97M-V/def2-TZVPD)
V -0.071 0.229 0.000
C 4.018 1.362 -1.578
Si 2.838 -0.089 -1.371
C 1.679 -0.051 -2.841
C 3.774 -1.705 -1.463
N 1.891 0.078 0.060
C 2.389 -0.060 1.355
C 3.735 -0.181 1.673
C 4.164 -0.257 2.992
C 3.228 -0.200 4.007
C 1.875 -0.078 3.710
C 1.413 -0.025 2.397
N 0.080 0.101 1.982
Si -1.368 0.104 2.944
C -2.322 1.677 2.598
C -1.146 0.083 4.817
C -2.369 -1.438 2.590
H 4.680 1.226 -2.433
H 4.638 1.514 -0.697
H 3.442 2.274 -1.742
H 2.271 -0.081 -3.758
H 1.077 0.862 -2.889
H 1.004 -0.907 -2.839
H 4.229 -1.810 -2.449
H 3.066 -2.522 -1.323
H 4.557 -1.812 -0.718
H 4.467 -0.212 0.880
H 5.218 -0.356 3.211
H 3.541 -0.245 5.042
H 1.179 -0.031 4.525
H -1.649 2.526 2.740
H -3.154 1.790 3.294
H -2.724 1.719 1.588
H -0.627 0.955 5.208
H -0.645 -0.810 5.183
H -2.156 0.086 5.230
H -2.967 -1.387 1.681
H -3.050 -1.662 3.412
H -1.677 -2.277 2.480
I -1.637 2.332 -2.597
C -0.767 3.125 -0.869
C -0.824 4.505 -0.715
C -0.082 5.081 0.298
C 0.703 4.274 1.106
C 0.662 2.904 0.928
N -0.092 2.345 -0.040
H -1.420 5.094 -1.396
H -0.099 6.153 0.436
H 1.337 4.679 1.881
H 1.245 2.236 1.546
O -6.618 -3.306 -2.764
N -5.469 -3.649 -2.559
O -5.024 -4.757 -2.796
C -4.548 -2.662 -1.953
C -3.224 -3.036 -1.746
C -2.353 -2.114 -1.189
C -2.799 -0.785 -0.835
O -1.982 0.053 -0.318
C -4.159 -0.505 -1.065
C -5.048 -1.428 -1.624
N -4.783 0.783 -0.682
O -4.086 1.705 -0.281
O -6.001 0.834 -0.738
N -1.037 -2.521 -0.996
O -0.708 -3.685 -1.294
O -0.075 -1.727 -0.550
H -2.858 -4.016 -2.007
H -6.084 -1.169 -1.778
```

Properties
Multiplicity ... 4
Charge ... -1
Energy above the lowest of the compared OMol25 structures with the same formula, charge and spin ... 3.9 kcal/mol
Kohn-Sham gap (alpha / beta) ... 0.206 / 0.231 Eh
HOMO energy (alpha / beta) ... -3.690 / -4.442 eV

[3]
DFT (wB97M-V/def2-TZVPD) results for a structure of composition C50H47BrF4N4OPSSn in a non-equilibrium geometry.

XYZ file:
```
110
C50H47BrF4N4OPSSn (wB97M-V/def2-TZVPD)
Sn 0.858 0.172 1.487
C 1.665 -2.541 4.347
C 2.195 -2.410 2.954
C 1.618 -3.132 1.915
C 2.177 -3.129 0.640
C 1.590 -3.986 -0.443
C 3.312 -2.363 0.409
C 3.905 -1.623 1.427
C 5.195 -0.902 1.189
C 3.329 -1.645 2.692
H 2.003 -3.487 4.772
H 0.577 -2.544 4.350
H 2.022 -1.736 4.984
H 0.764 -3.761 2.125
H 1.535 -5.024 -0.117
H 2.201 -3.955 -1.343
H 0.570 -3.675 -0.673
H 3.778 -2.385 -0.567
H 6.024 -1.593 1.345
H 5.315 -0.073 1.882
H 5.262 -0.525 0.170
H 3.824 -1.130 3.503
F -6.822 -1.732 4.116
C -5.793 -1.680 3.279
C -5.942 -2.076 1.951
F -7.116 -2.526 1.515
C -4.855 -2.005 1.087
F -5.020 -2.421 -0.169
C -3.607 -1.544 1.499
P -2.200 -1.341 0.298
C -3.078 -0.391 -1.005
C -2.968 0.990 -0.846
C -3.478 1.855 -1.793
C -4.084 1.346 -2.930
C -4.203 -0.024 -3.092
C -3.713 -0.896 -2.133
C -2.127 -3.070 -0.278
C -1.839 -3.395 -1.601
C -1.671 -4.719 -1.968
C -1.747 -5.723 -1.016
C -1.994 -5.402 0.310
C -2.176 -4.083 0.679
C -3.471 -1.194 2.840
Br -1.799 -0.684 3.551
C -4.544 -1.251 3.721
F -4.377 -0.899 4.995
H -2.430 1.373 0.009
H -3.382 2.922 -1.660
H -4.452 2.015 -3.692
H -4.680 -0.420 -3.976
H -3.837 -1.957 -2.277
H -1.754 -2.611 -2.340
H -1.466 -4.966 -3.000
H -1.615 -6.753 -1.307
H -2.036 -6.182 1.055
H -2.366 -3.829 1.714
C 4.235 2.126 -2.970
C 4.497 3.058 -1.975
C 4.029 2.855 -0.693
C 3.292 1.703 -0.395
C 3.045 0.765 -1.396
C 3.507 0.983 -2.677
N 2.804 1.464 0.882
N 3.397 2.063 1.819
C 2.936 1.906 3.090
C 3.687 2.547 4.086
C 3.289 2.453 5.400
C 2.146 1.725 5.709
C 1.409 1.088 4.715
C 1.767 1.150 3.375
H 4.599 2.289 -3.972
H 5.065 3.947 -2.202
H 4.208 3.575 0.091
H 2.524 -0.144 -1.132
H 3.308 0.256 -3.450
H 4.568 3.100 3.796
H 3.852 2.941 6.182
H 1.826 1.652 6.738
H 0.530 0.526 5.008
N 0.613 -1.734 -2.997
C 0.172 -0.463 -3.144
S -0.057 0.458 -1.776
N -0.040 -0.069 -4.413
C -0.370 1.178 -4.966
C -0.349 1.275 -6.357
C -0.635 2.478 -6.974
C -0.939 3.596 -6.216
C -0.979 3.493 -4.838
C -0.704 2.293 -4.209
H 0.727 -2.088 -2.062
H 0.725 -2.363 -3.774
H 0.142 -0.772 -5.120
H -0.103 0.412 -6.960
H -0.617 2.541 -8.050
H -1.145 4.541 -6.695
H -1.222 4.352 -4.232
H -0.745 2.233 -3.137
C -0.597 4.796 1.476
C -1.964 4.157 1.715
C -1.560 2.783 2.228
O -0.462 2.415 1.397
C 0.285 3.599 1.100
H -0.233 5.258 2.393
H -0.614 5.549 0.694
H -2.510 4.058 0.777
H -2.573 4.708 2.425
H -2.334 2.024 2.113
H -1.248 2.826 3.278
H 0.524 3.556 0.035
H 1.215 3.603 1.674
```

Properties
Charge ... +1
Kohn-Sham gap ... 0.243 Eh
HOMO energy ... -10.267 eV